[1]
The following is a quantum chemistry calculation of a structure of composition C21H28ClKN4O10S in a non-equilibrium geometry, from OMol25.

CARTESIAN COORDINATES (ANGSTROEM)
1 K -0.316441 0.241800 3.012633
2 C 0.829361 -2.797047 4.784483
3 C 1.336970 -2.891304 3.377178
4 C 0.724838 -3.760265 2.480049
5 C 1.124519 -3.836641 1.157809
6 C 0.412251 -4.732948 0.192744
7 C 2.157466 -3.008581 0.729264
8 C 2.763874 -2.111592 1.590512
9 C 3.807002 -1.159344 1.094389
10 C 2.360217 -2.073074 2.920658
11 H 0.966321 -3.741827 5.316056
12 H -0.239751 -2.582105 4.766709
13 H 1.332125 -2.009167 5.342049
14 H -0.123041 -4.340948 2.822820
15 H 0.573653 -5.790187 0.417163
16 H 0.748957 -4.557717 -0.827388
17 H -0.662422 -4.560652 0.222689
18 H 2.444997 -3.016494 -0.315225
19 H 4.791067 -1.380432 1.515248
20 H 3.567129 -0.135012 1.372983
21 H 3.883549 -1.202399 0.009568
22 H 2.816706 -1.365508 3.602665
23 O -3.361248 -0.030098 0.422539
24 C -2.832766 0.111887 1.522315
25 O -2.253441 1.170150 1.931639
26 C -2.817393 -1.104181 2.480306
27 O -3.830410 -1.395663 3.091786
28 O -1.682515 -1.693337 2.552836
29 O 2.290096 2.702242 5.182878
30 Cl 1.868102 1.394103 4.763483
31 O 2.731321 0.377503 5.327185
32 O 0.480071 1.149876 5.191854
33 O 1.903776 1.302992 3.294676
34 C -2.052670 2.352362 -1.236975
35 N -1.572295 3.047996 -0.065958
36 C -0.945322 4.196579 -0.095709
37 S -0.675424 5.196396 1.250916
38 N -0.489060 4.606958 -1.323297
39 C 0.087285 3.687143 -2.282040
40 H -2.703455 1.555940 -0.872571
41 H -1.239610 1.886331 -1.813492
42 H -2.595440 3.038658 -1.890819
43 H -1.791352 2.566990 0.847063
44 H 0.027756 5.471576 -1.203211
45 H -0.667880 3.153236 -2.872572
46 H 0.736582 2.946451 -1.798993
47 H 0.689104 4.276053 -2.973867
48 O -0.986757 3.070796 -5.913277
49 C -1.316806 1.727389 -6.158948
50 N -1.383842 0.929448 -4.959927
51 C -0.234517 0.813220 -4.218288
52 O 0.839004 1.278839 -4.622415
53 C -0.358704 0.095835 -2.900304
54 C -1.477183 -0.668259 -2.558788
55 C -1.538371 -1.219725 -1.295680
56 C -0.460644 -0.993478 -0.431215
57 N 0.614066 -0.286182 -0.753929
58 C 0.655960 0.251051 -1.973815
59 H -0.108179 3.049128 -5.498801
60 H -0.584376 1.264043 -6.830108
61 H -2.303784 1.721191 -6.628134
62 H -2.255913 0.920438 -4.454587
63 H -2.296270 -0.831849 -3.251214
64 H -2.401556 -1.749170 -0.932296
65 H -0.530415 -1.376808 0.582818
66 H 1.525129 0.847392 -2.216123

Forces on the atoms, in the same order (eV/Å):
0.3598 -0.1083 -0.1142
-0.0655 0.0037 0.1168
0.0167 -0.0048 -0.1180
-0.0680 -0.0905 0.0999
0.1138 0.1122 0.0978
-0.0887 -0.2055 -0.1358
-0.1252 -0.0236 -0.0723
0.0645 0.0443 0.0465
0.2350 0.1119 -0.0726
-0.0301 -0.0063 0.1040
0.0122 -0.0227 0.0217
-0.0895 0.0138 -0.0063
0.0568 0.0475 0.0114
-0.0687 -0.0339 -0.0316
0.0321 -0.0233 0.0453
0.0397 0.0277 -0.0898
-0.1085 0.0557 0.0323
0.0316 -0.0022 -0.0932
0.0182 -0.0496 0.0221
-0.0975 0.0729 0.0608
0.0207 -0.0017 -0.0892
0.0039 0.0605 0.0017
-0.7072 -0.1788 -1.1623
0.0684 0.1672 0.8018
-0.3076 0.3120 -0.2706
0.9490 -0.0436 -0.3077
-1.1318 -0.2333 0.5265
-0.3752 -0.3954 -0.3265
-0.0435 -0.2902 -0.0271
-0.4566 0.1217 -0.2788
-0.1470 0.1863 -0.0804
1.2443 0.2904 0.2086
0.6127 0.2408 1.0641
-0.0754 -0.6054 0.0862
-0.3069 -0.9860 0.9029
0.3471 0.5770 0.3692
-0.0739 -0.1627 -0.2255
0.0685 0.6503 -0.1453
0.3637 0.0947 -0.4843
-0.1288 0.0304 0.0027
-0.7039 0.1405 0.5641
-0.0803 0.0334 -0.0390
-0.0428 0.3313 -0.6275
-0.1836 -0.2471 -0.1067
0.4577 0.4750 0.0410
-0.0781 0.0714 -0.0792
0.0987 -0.0151 0.0095
0.1528 0.1064 0.0091
-0.0764 -0.0332 -0.1129
0.1842 0.1073 0.0670
0.7155 -0.1872 0.4020
-0.9351 -0.3114 0.1236
-0.0223 0.1340 -0.9866
0.0071 -0.2584 0.2284
0.4144 0.2218 -0.1978
-0.4103 -0.0645 0.1024
0.1907 0.1554 -0.1416
0.0627 -0.2631 0.2541
-0.1358 -0.0118 -0.0811
-0.0888 0.0491 0.0786
0.1553 -0.0070 0.0241
0.0400 -0.0478 0.0261
0.0697 0.0589 -0.0250
-0.0728 -0.0785 0.0010
0.0679 -0.1124 0.0555
0.0504 -0.0006 -0.0803

Energy relative to the best compared isomer or geometry (same formula, charge and spin) in kcal per mole: 46.49
Multiplicity: 1
Total charge: -2
Highest occupied orbital energy in eV: -2.25

***

[2]
The following is a quantum chemistry calculation of a structure of composition C37H81N7O18S2 in a non-equilibrium geometry, from OMol25.

CARTESIAN COORDINATES (ANGSTROEM)
1 C -3.472837 -0.512702 3.533836
2 C -3.068688 0.089021 4.855681
3 O -2.733105 -0.606318 5.805007
4 N -2.989270 1.436520 4.876159
5 C -2.381320 2.168994 5.971031
6 H -4.182030 0.102392 2.980359
7 H -3.833640 -1.523527 3.711635
8 H -2.593765 -0.598438 2.890199
9 H -3.328497 1.975929 4.093955
10 H -2.827689 3.168602 5.912565
11 H -1.300434 2.241535 5.900289
12 H -2.758419 1.811040 6.927384
13 C -4.106747 1.800200 0.433743
14 C -3.394593 2.938048 1.133346
15 O -2.884487 2.794076 2.242209
16 N -3.207357 4.033610 0.374437
17 C -2.611248 5.256249 0.864630
18 H -4.904135 1.482274 1.109266
19 H -3.400883 0.982697 0.289014
20 H -4.554378 2.075422 -0.519278
21 H -3.542050 4.028756 -0.577752
22 H -3.056760 6.105500 0.351905
23 H -1.526656 5.269634 0.724481
24 H -2.783090 5.353331 1.936154
25 C 0.218187 3.388397 2.300576
26 C 1.067805 4.084433 1.290191
27 O 1.396144 3.522057 0.250773
28 N 1.453606 5.341826 1.602050
29 C 2.451601 6.043796 0.815750
30 H -0.248390 4.069087 3.016546
31 H 0.925409 2.849228 2.945261
32 H -0.488580 2.686833 1.880511
33 H 1.147715 5.739110 2.471155
34 H 2.932231 6.787351 1.453990
35 H 2.038533 6.515416 -0.072810
36 H 3.268527 5.371201 0.564845
37 C 2.496375 -8.032567 1.202582
38 C 2.001459 -6.659136 0.801506
39 O 2.684099 -5.659439 0.981664
40 N 0.783198 -6.591512 0.218141
41 C 0.235479 -5.396595 -0.390451
42 H 2.476491 -8.072384 2.292023
43 H 3.530125 -8.099216 0.870984
44 H 1.932574 -8.862657 0.784148
45 H 0.210321 -7.415012 0.256945
46 H -0.117915 -4.684537 0.357140
47 H -0.554369 -5.721551 -1.061874
48 H 0.989441 -4.866083 -0.971825
49 C 3.547691 -2.984561 -0.447715
50 C 4.110650 -2.491947 0.861051
51 O 3.965253 -1.325529 1.215505
52 N 4.730408 -3.443352 1.585293
53 C 5.334727 -3.193081 2.862487
54 H 3.243893 -2.114021 -1.033851
55 H 2.679321 -3.628108 -0.365050
56 H 4.341379 -3.425692 -1.055157
57 H 4.510578 -4.398976 1.343953
58 H 5.664085 -2.160189 2.932014
59 H 6.106301 -3.919721 3.100718
60 H 4.587583 -3.301532 3.665911
61 C 3.145063 4.189475 -3.403271
62 C 3.142389 2.697511 -3.648803
63 O 3.316560 1.895519 -2.747130
64 N 2.915281 2.313258 -4.928306
65 C 2.773231 0.940941 -5.359038
66 H 3.874499 4.684263 -4.048320
67 H 3.369653 4.389563 -2.362769
68 H 2.166590 4.600461 -3.660401
69 H 2.791518 3.034143 -5.618137
70 H 3.619556 0.627296 -5.967525
71 H 1.880044 0.873467 -5.987255
72 H 2.605581 0.313209 -4.493217
73 C -4.928245 4.127835 -4.512491
74 C -4.464753 3.171022 -3.443442
75 O -4.171704 3.581321 -2.328745
76 N -4.329981 1.874061 -3.807840
77 C -3.744810 0.882038 -2.923562
78 H -5.963872 4.433158 -4.355091
79 H -4.795983 3.764889 -5.531072
80 H -4.359259 5.051677 -4.411582
81 H -4.752751 1.557457 -4.662700
82 H -2.974973 0.311909 -3.435069
83 H -4.514967 0.221601 -2.519395
84 H -3.306260 1.408026 -2.080162
85 C 0.202499 1.091688 -1.219197
86 C 1.339203 0.112591 -0.903909
87 O 0.710732 -1.030067 -0.302346
88 S -0.883914 -0.900023 -0.288417
89 O -1.306299 -0.309655 0.928015
90 O -1.463558 -2.112852 -0.704371
91 O -0.892180 0.156985 -1.462541
92 H 0.327764 1.582915 -2.178687
93 H -0.055878 1.803477 -0.441676
94 H 2.091482 0.522817 -0.236385
95 H 1.810800 -0.166699 -1.846110
96 C 5.389849 1.528558 0.248139
97 C 4.592058 2.814640 0.096544
98 O 5.101304 3.724625 1.098273
99 S 6.283340 3.051044 1.917551
100 O 5.768691 2.432008 3.084735
101 O 7.347564 3.969901 2.007986
102 O 6.634210 1.946649 0.840085
103 H 5.512357 1.049350 -0.715234
104 H 4.893663 0.874226 0.965385
105 H 3.520007 2.662590 0.192964
106 H 4.806689 3.292049 -0.858581
107 C -5.940945 -2.263885 0.046541
108 C -6.645705 -2.859776 -1.155041
109 C -5.514741 -3.636999 -1.811370
110 O -4.335479 -2.906629 -1.581997
111 C -4.497633 -2.028135 -0.436048
112 H -5.890800 -2.914445 0.920100
113 H -6.418785 -1.342185 0.382578
114 H -6.988122 -2.070537 -1.829812
115 H -7.488312 -3.507499 -0.919813
116 H -5.640043 -3.890098 -2.865095
117 H -5.456105 -4.616974 -1.300213
118 H -4.243653 -1.006489 -0.716254
119 H -3.763875 -2.437049 0.255551
120 C -0.906222 -2.040946 -4.402813
121 C -1.517712 -3.435948 -4.252104
122 C -0.271870 -4.358340 -4.288714
123 O 0.880946 -3.514579 -4.396406
124 C 0.490021 -2.252608 -3.862470
125 H -1.443389 -1.258585 -3.862965
126 H -0.895378 -1.728180 -5.449347
127 H -2.190751 -3.706126 -5.069887
128 H -2.124003 -3.528496 -3.351377
129 H -0.266741 -5.114864 -5.068142
130 H -0.202839 -4.877229 -3.321930
131 H 1.239536 -1.533959 -4.192066
132 H 0.523317 -2.256528 -2.766191
133 C 2.052312 -0.861082 5.369639
134 C 2.937130 -0.525893 4.163844
135 C 1.918217 -0.231508 3.076021
136 O 0.833290 0.398651 3.722454
137 C 0.694210 -0.202343 5.003248
138 H 2.407866 -0.418266 6.298416
139 H 1.954540 -1.939853 5.477646
140 H 3.659691 -1.284227 3.875340
141 H 3.571426 0.353092 4.317214
142 H 1.564903 -1.126045 2.549455
143 H 2.403906 0.429665 2.356336
144 H -0.117074 -0.938537 5.037287
145 H 0.396220 0.568331 5.716247

Forces on the atoms, in the same order (eV/Å):
0.0323 -0.1672 -0.1633
0.5228 -0.0229 -0.1177
-0.0475 0.0222 0.0358
-0.0462 0.0769 0.2731
-1.4634 0.6666 -0.1721
-0.1567 -0.0849 0.1088
-0.2408 0.0802 -0.0331
0.0815 0.1135 0.1809
0.3500 -0.2143 -0.2556
0.4656 0.1128 -0.0734
0.1040 -0.1996 0.1715
0.5314 -0.4438 0.0555
-0.4847 0.1362 0.3829
1.0674 -0.4283 -0.6475
-0.7171 0.3384 0.1131
-0.2777 0.3685 0.0714
0.2875 -0.1263 0.2906
0.0792 -0.2503 -0.0678
-0.0149 -0.0214 0.1854
0.0845 0.1488 0.1264
-0.1396 -0.1359 0.0204
0.0307 0.0239 -0.0300
-0.0278 0.0407 -0.1245
-0.1134 -0.0494 -0.0173
0.6956 0.1930 1.1212
-0.6522 -0.1946 -0.0113
0.3477 0.2369 -0.2497
0.2760 0.0180 -0.3601
0.4393 0.0507 0.6011
-0.3731 0.0592 -0.3421
-0.1313 -0.3858 -0.2418
-0.0714 -0.0012 -0.0446
0.0049 -0.0576 0.0261
-0.2809 0.1965 -0.1001
-0.0077 -0.0273 -0.0710
-0.1786 -0.1628 -0.3123
-0.0295 0.3236 0.1400
-0.0965 0.2093 -0.1391
0.1030 -0.0948 -0.1060
0.2466 -0.3919 0.0474
0.1494 0.1877 0.2312
0.0766 -0.1637 -0.0124
0.0313 -0.0640 0.0762
-0.1168 0.0400 0.0135
0.0055 -0.0271 -0.1727
-0.2618 -0.0740 -0.0675
-0.1841 0.2657 0.0759
0.0950 -0.2327 -0.0513
0.2487 0.8841 -1.0354
-0.8636 0.0336 -0.0251
0.5569 -0.1372 0.0123
0.3138 -0.1791 -0.2429
-0.9358 0.0451 1.0507
-0.0958 0.0738 0.2509
0.2204 -0.2665 0.2901
-0.1482 -0.4851 0.1991
-0.0077 0.0292 -0.0754
0.3573 -0.0738 -0.2043
0.3078 0.1600 -0.3200
0.0851 0.0043 -0.1066
-0.0403 0.0186 -0.4252
0.0544 0.0209 0.1194
-0.0293 -0.2939 0.1980
-0.0192 0.3613 -0.0312
-0.5240 0.2832 -0.4107
0.0459 -0.0190 0.0698
-0.0548 -0.0088 0.0684
-0.0063 0.0200 0.1337
0.0014 0.0172 0.0389
0.1338 -0.2412 0.2524
0.0512 -0.0887 0.0193
0.3299 -0.1286 0.0867
-0.1200 0.4155 -0.1405
0.1147 0.0392 -0.3048
0.0227 -0.0258 -0.0334
0.0346 0.0989 0.1548
-0.3263 0.1425 0.2626
-0.0612 -0.2656 0.0169
-0.1156 -0.1513 0.0698
0.1444 -0.1084 0.0665
0.1186 0.1577 -0.1168
-0.0449 -0.0858 -0.0289
0.1045 -0.1495 -0.1228
0.1423 -0.0401 -0.1675
-0.1442 -0.5074 -0.4279
0.1044 0.7843 -0.1836
-0.1961 -0.4394 0.3440
1.6335 0.6481 -0.0693
-0.1834 0.3200 0.2561
-0.2241 -0.7022 -0.5616
-0.9887 0.1988 0.0330
0.2346 0.2080 0.1339
0.0779 -0.1019 0.1102
-0.0766 -0.0766 0.1472
0.0479 -0.3435 0.1538
-0.8635 0.0009 0.6977
0.1768 0.2356 -0.6479
-0.2199 -0.1481 0.2696
-0.2357 -0.0669 -0.2225
-0.2057 -0.1524 0.2629
0.5393 0.3589 0.0565
0.3163 -0.0040 -0.4237
0.4511 -0.1327 0.0772
0.0499 -0.2976 -0.2341
0.0218 0.1504 0.1610
-0.0987 -0.0364 -0.0325
0.3355 0.7877 0.5159
0.0842 -0.1058 -0.5653
-0.2993 -0.9738 0.6689
0.0571 0.7082 -0.5906
0.0070 -1.5017 -0.2799
-0.2713 -0.2574 -0.1773
0.0589 0.0258 -0.0072
-0.0564 0.0339 0.0834
-0.0489 0.0777 0.0949
0.0587 0.4674 -0.1258
0.1438 0.1152 -0.0126
-0.0929 -0.0144 -0.0128
-0.0365 0.6303 0.4331
-0.4306 0.4561 0.1239
-0.1757 -0.3370 -0.7007
-0.0238 0.1016 1.2951
-0.3234 -0.1113 -0.1218
0.5719 -0.0404 -0.2885
-0.0304 -0.1872 0.1626
0.2608 -0.1234 -0.0229
0.0511 0.2590 -0.0791
0.3426 -0.0182 0.2295
0.0732 0.1908 -0.2492
-0.0115 -0.1385 -0.1531
-0.0835 0.1136 -0.1484
-0.2325 -0.1660 0.0548
-0.1722 0.4972 -0.1827
0.3110 0.0809 0.1280
0.5448 -0.0927 -0.3306
0.0173 0.2474 0.1125
-0.1133 -0.3675 0.4965
0.2187 -0.2537 0.0404
-0.0688 0.0013 0.1462
-0.3118 -0.3054 0.0215
-0.3496 0.1640 0.1883
0.1518 -0.0731 0.0389
-0.5244 0.1469 -0.2167
0.0207 0.0054 -0.3372
0.1420 0.1172 -0.0646

Energy relative to the best compared isomer or geometry (same formula, charge and spin) in kcal per mole: 0.00
Multiplicity: 1
Total charge: 0
Highest occupied orbital energy in eV: -8.56

***

[3]
The following is a quantum chemistry calculation of a cluster of 2 separate species, C4H12NO in total, from OMol25.

CARTESIAN COORDINATES (ANGSTROEM)
1 C -1.523729 -0.641845 1.522290
2 N -1.103404 -1.494820 0.367373
3 H -2.028229 -1.270835 2.249371
4 H -0.666999 -0.146322 1.961661
5 H -2.230309 0.090122 1.140454
6 H -1.901765 -1.974404 -0.053896
7 H -0.419735 -2.196769 0.635790
8 H -0.655335 -0.901929 -0.376771
9 C 1.668638 0.791731 -0.161973
10 O 2.008182 2.003436 0.487828
11 C 0.364981 1.015204 -0.867372
12 C 0.065597 0.410802 -2.018039
13 H 1.546456 -0.002678 0.596955
14 H 2.435045 0.445997 -0.857083
15 H 2.943020 1.979051 0.735527
16 H -0.372475 1.624864 -0.356642
17 H -0.901484 0.517677 -2.495634
18 H 0.771547 -0.249281 -2.509841

Forces on the atoms, in the same order (eV/Å):
-0.4846 -0.0580 -0.0584
0.2360 0.2789 -0.3940
0.0905 0.0003 0.0699
0.1413 -0.0395 -0.0597
0.0622 0.0667 0.0482
0.0587 0.0192 0.0652
0.0563 -0.1842 0.1289
-0.1865 -0.0824 0.2203
-0.1017 0.3288 0.4438
0.3121 -0.1923 -0.0850
-0.0031 -0.6751 -0.2984
-0.2196 -0.1552 0.2109
0.0088 -0.0262 -0.0453
0.0190 0.0806 -0.1042
-0.2457 0.0698 -0.0206
0.1131 0.2700 -0.0216
0.0322 0.1473 -0.0088
0.1109 0.1513 -0.0912

Energy relative to the best compared isomer or geometry (same formula, charge and spin) in kcal per mole: 40.11
Multiplicity: 1
Total charge: +1
Highest occupied orbital energy in eV: -13.83

***

[4]
The following is a quantum chemistry calculation of the molecule C4H7N3O in a non-equilibrium geometry, from OMol25.

CARTESIAN COORDINATES (ANGSTROEM)
1 C 1.412855 0.760632 2.086703
2 C 0.908410 1.130097 0.834477
3 N -0.028545 0.361398 0.213865
4 N -0.530421 -0.680663 1.055496
5 C -1.788768 -0.973502 0.844504
6 C 0.109001 0.046322 -1.259049
7 N -0.618872 -1.096210 -1.652222
8 O 0.739373 0.800933 -1.960894
9 H 2.279300 1.299769 2.542577
10 H 1.178668 -0.337560 2.708448
11 H 1.010287 2.050570 0.146033
12 H -2.109629 -1.703496 1.595774
13 H -2.570031 -0.456887 0.094358
14 H -0.572307 -1.981693 -1.131871
15 H -0.735401 -1.151137 -2.627943

Forces on the atoms, in the same order (eV/Å):
0.2817 -1.2971 -0.3879
1.6738 0.6113 2.0408
-1.7989 -2.8572 -2.3615
-2.7823 -0.0694 -1.6848
0.8575 1.4230 0.2703
-0.3133 0.1285 2.1815
0.8428 0.8547 1.2903
-0.7874 -0.6780 0.1737
-1.1868 -0.1106 -0.5355
0.4051 3.6575 -2.4059
0.8979 -1.2917 1.8212
-0.4213 0.0260 -0.6343
2.1115 -1.1686 1.6985
0.0244 1.0562 -0.3449
0.1954 -0.2846 -1.1215

Energy relative to the best compared isomer or geometry (same formula, charge and spin) in kcal per mole: 86.98
Structure (SMILES): C=CN(N=C)C(N)=O
Multiplicity: 1
Total charge: 0
Highest occupied orbital energy in eV: -8.19

***

Number 1: frontier orbital gap 6.1 eV. Number 2: frontier orbital gap 8.7 eV. Number 3: frontier orbital gap 10.2 eV. Number 4: frontier orbital gap 8.9 eV.